[1]
{
  "formula": "C49H39F3O31P",
  "method": "ωB97M-V/def2-TZVPD",
  "species": ["C", "C", "F", "C", "P", "O", "C", "C", "O", "F", "C", "C", "O", "F", "H", "H", "H", "H", "H", "H", "H", "H", "H", "H", "H", "C", "C", "C", "O", "C", "C", "C", "O", "O", "O", "H", "H", "H", "H", "C", "C", "C", "O", "C", "C", "C", "O", "O", "O", "H", "H", "H", "H", "C", "C", "C", "O", "C", "C", "C", "O", "O", "O", "H", "H", "H", "H", "C", "C", "C", "O", "C", "C", "C", "O", "O", "O", "H", "H", "H", "H", "C", "C", "C", "O", "C", "C", "C", "O", "O", "O", "H", "H", "H", "H", "C", "C", "C", "O", "C", "C", "C", "O", "O", "O", "H", "H", "H", "H", "C", "C", "C", "O", "C", "C", "C", "O", "O", "O", "H", "H", "H", "H"],
  "positions_angstrom": [[3.245252, 1.528407, 6.065617], [2.099600, 1.210293, 5.136397], [1.848093, -0.163326, 5.129655], [0.778771, 1.922108, 5.392075], [-0.105116, 1.392786, 6.857210], [0.828933, 1.175810, 8.110009], [-1.110264, -0.105862, 6.628078], [-0.799290, -0.940263, 5.409954], [-0.479792, -2.072086, 5.463517], [-0.955476, -0.286922, 4.268114], [-1.220472, 2.743803, 7.333288], [-2.034707, 3.076577, 6.116356], [-2.214874, 2.294675, 5.238431], [-2.493847, 4.310811, 6.076341], [3.627861, 2.532039, 5.901585], [3.025665, 1.381654, 7.116467], [4.058895, 0.850150, 5.815940], [2.409009, 1.494475, 4.129512], [0.893716, 3.005411, 5.411928], [0.095239, 1.712095, 4.565149], [0.744564, 0.295471, 8.506520], [-2.147143, 0.218958, 6.571939], [-1.014522, -0.723654, 7.517481], [-1.907504, 2.386001, 8.102062], [-0.679518, 3.616536, 7.690325], [1.740504, -2.545380, 2.880416], [1.650799, -2.548350, 1.544002], [2.664656, -3.250144, 0.677673], [2.489883, -3.209936, -0.524474], [3.779825, -3.919025, 1.322425], [3.870947, -3.912152, 2.659713], [2.844541, -3.229529, 3.525735], [2.998875, -3.282849, 4.732530], [4.856196, -4.496496, 3.325200], [0.678536, -1.944384, 0.873716], [1.020235, -2.050022, 3.510956], [4.509689, -4.407077, 0.692397], [4.675653, -4.346826, 4.272580], [0.857292, -2.116382, -0.072424], [-1.592771, 3.879295, 2.212911], [-1.736853, 4.990429, 1.474114], [-0.938093, 5.216988, 0.215403], [-1.145482, 6.242014, -0.397971], [0.026930, 4.204349, -0.181766], [0.171652, 3.102590, 0.564388], [-0.639865, 2.873772, 1.808753], [-0.435891, 1.840721, 2.436038], [1.031429, 2.130826, 0.274542], [-2.575945, 5.962745, 1.774154], [-2.156098, 3.702272, 3.117829], [0.602508, 4.378838, -1.079594], [0.920908, 1.448208, 0.962367], [-2.474615, 6.635163, 1.069473], [-6.443770, 2.194632, -1.769965], [-5.120636, 2.380479, -1.662436], [-4.538126, 3.567964, -0.943291], [-3.321611, 3.641681, -0.880130], [-5.439120, 4.545869, -0.373882], [-6.763839, 4.363974, -0.483294], [-7.350637, 3.162677, -1.182400], [-8.561801, 3.075295, -1.213952], [-7.656139, 5.206177, 0.005912], [-4.224381, 1.552593, -2.173457], [-6.873496, 1.345434, -2.282307], [-5.009924, 5.401684, 0.127626], [-8.533683, 4.834033, -0.212678], [-3.350273, 1.930755, -1.960666], [4.837494, 4.117960, 12.132342], [5.303019, 3.726152, 10.936650], [4.446058, 2.964090, 9.961000], [4.931137, 2.661163, 8.885650], [3.089429, 2.629488, 10.348877], [2.623884, 3.017612, 11.542756], [3.472846, 3.802388, 12.510801], [2.954039, 4.123509, 13.560692], [1.398449, 2.752569, 11.970124], [6.534400, 3.975606, 10.520650], [5.443017, 4.667472, 12.838792], [2.490562, 2.069885, 9.647307], [1.332060, 3.150106, 12.862561], [6.616628, 3.589074, 9.628966], [-4.502302, 1.125089, -5.543402], [-3.767391, 2.242330, -5.588529], [-3.108489, 2.718319, -6.855563], [-2.474215, 3.756549, -6.791035], [-3.262728, 1.923504, -8.053265], [-3.997417, 0.797721, -8.019355], [-4.677433, 0.335064, -6.750560], [-5.340827, -0.682852, -6.794193], [-4.171635, 0.025503, -9.072284], [-3.555283, 3.026323, -4.536856], [-4.977311, 0.778317, -4.637356], [-2.772633, 2.266776, -8.953051], [-4.720423, -0.729238, -8.789280], [-2.996071, 3.759305, -4.865259], [-1.316554, -3.378097, -8.984143], [-0.345468, -4.254935, -8.688263], [-0.321251, -5.007798, -7.380518], [0.594054, -5.788654, -7.203681], [-1.374767, -4.758765, -6.416108], [-2.343578, -3.881817, -6.712908], [-2.375679, -3.145205, -8.026682], [-3.307359, -2.380886, -8.200149], [-3.341101, -3.588925, -5.892038], [0.654089, -4.534340, -9.507170], [-1.346007, -2.833850, -9.917339], [-1.340591, -5.294345, -5.478224], [-3.903599, -2.933041, -6.352064], [1.197129, -5.213713, -9.062019], [5.550157, -6.513748, -8.930064], [4.256320, -6.731246, -8.659179], [3.393605, -7.601232, -9.536601], [2.235573, -7.740504, -9.190245], [3.980449, -8.200227, -10.717852], [5.274876, -7.981450, -10.990044], [6.146361, -7.129529, -10.101704], [7.312476, -7.001788, -10.421016], [5.892809, -8.486277, -12.045631], [3.629417, -6.208830, -7.612972], [6.179670, -5.893401, -8.308293], [3.347313, -8.809582, -11.346833], [6.817248, -8.173809, -11.996713], [2.704468, -6.532646, -7.638845]],
  "forces_ev_per_a": [[0.21, -0.44, -0.03], [0.53, 0.49, -0.24], [-0.18, 0.10, 0.26], [-0.10, -0.29, 0.12], [-0.52, 0.33, -0.37], [-0.08, -0.32, 0.04], [0.05, 0.48, -0.01], [0.23, -0.72, 0.34], [-0.06, -0.02, -0.13], [-0.13, 0.17, -0.05], [-0.14, 0.00, -0.18], [0.14, -0.39, -0.43], [-0.30, 0.32, 0.03], [-0.07, 0.06, 0.13], [-0.16, 0.18, 0.04], [-0.07, 0.11, 0.09], [0.08, -0.04, -0.02], [-0.12, -0.19, -0.15], [0.18, 0.10, 0.19], [-0.09, 0.00, -0.10], [0.28, 0.06, 0.15], [-0.11, 0.09, -0.11], [0.10, -0.17, 0.01], [0.08, 0.09, 0.24], [0.13, -0.03, 0.21], [0.03, 0.05, 0.10], [-0.09, 0.05, 0.18], [0.32, -0.21, 0.07], [-0.14, 0.11, -0.07], [-0.02, 0.02, -0.15], [0.11, -0.10, -0.17], [-0.27, 0.16, -0.06], [0.15, -0.04, 0.04], [-0.03, 0.03, 0.07], [0.03, 0.05, -0.07], [-0.06, -0.03, -0.02], [0.01, -0.02, 0.02], [-0.02, -0.01, 0.03], [0.02, -0.05, -0.04], [0.11, -0.16, 0.24], [-0.15, -0.06, 0.10], [0.22, -0.25, -0.32], [-0.09, 0.15, 0.12], [0.00, 0.11, -0.02], [0.04, 0.03, -0.22], [-0.27, 0.27, 0.14], [0.25, -0.04, 0.03], [-0.01, -0.03, 0.09], [0.03, 0.02, -0.07], [-0.10, 0.01, -0.06], [0.01, -0.03, -0.01], [-0.05, -0.06, -0.02], [0.02, 0.02, -0.04], [-0.13, -0.02, 0.00], [-0.14, -0.11, -0.15], [-0.19, 0.31, 0.14], [0.19, -0.11, 0.00], [0.20, 0.00, 0.02], [0.11, 0.17, 0.09], [0.14, -0.31, -0.19], [-0.10, 0.14, 0.08], [-0.05, -0.06, -0.01], [0.01, -0.13, 0.23], [0.02, -0.01, 0.00], [-0.03, 0.01, 0.02], [-0.03, -0.02, -0.02], [0.04, 0.05, -0.09], [-0.08, 0.03, 0.10], [0.07, 0.10, 0.18], [-0.29, -0.11, 0.02], [0.13, 0.05, -0.04], [0.05, -0.03, -0.14], [-0.09, -0.12, -0.15], [0.39, 0.13, 0.01], [-0.18, -0.06, 0.04], [0.00, 0.05, 0.05], [-0.03, -0.04, -0.09], [0.03, 0.01, -0.02], [-0.02, 0.00, 0.00], [0.02, 0.02, 0.04], [0.02, -0.01, -0.02], [-0.07, -0.11, 0.01], [-0.14, -0.12, 0.18], [0.02, -0.12, -0.36], [0.03, 0.07, 0.16], [0.07, 0.10, 0.02], [0.14, 0.15, -0.10], [-0.01, 0.12, 0.28], [0.01, -0.08, -0.15], [-0.27, 0.23, 0.01], [0.10, 0.16, -0.03], [0.01, 0.01, 0.02], [-0.02, -0.03, -0.03], [0.12, -0.14, 0.02], [0.00, 0.03, -0.07], [-0.12, 0.11, -0.03], [-0.05, 0.09, -0.19], [-0.24, 0.04, 0.25], [0.23, -0.04, -0.04], [0.14, -0.12, 0.03], [0.01, -0.11, 0.21], [0.21, -0.01, -0.21], [-0.05, -0.14, 0.04], [0.00, 0.06, -0.07], [0.03, -0.04, 0.08], [0.02, -0.02, -0.02], [-0.03, 0.00, 0.00], [-0.02, 0.01, -0.02], [-0.01, -0.08, -0.03], [0.16, 0.02, -0.05], [0.15, 0.13, 0.18], [0.13, -0.11, -0.21], [-0.22, 0.06, -0.02], [-0.17, -0.04, 0.05], [-0.16, -0.11, -0.10], [-0.08, 0.21, 0.33], [0.06, -0.07, -0.16], [0.06, 0.03, 0.02], [-0.04, -0.06, -0.13], [-0.01, 0.00, 0.02], [0.02, -0.01, -0.02], [0.04, 0.02, 0.02], [-0.03, 0.00, 0.07]],
  "total_charge": 1,
  "lumo_ev": -3.65,
  "homo_lumo_gap_ha": 0.252,
  "homo_energy_ev": -10.503
}


[2]
{
  "formula": "CClNO2P",
  "method": "ωB97M-V/def2-TZVPD",
  "species": ["C", "N", "O", "O", "P", "Cl"],
  "positions_angstrom": [[1.620026, -0.296630, 0.724182], [2.729119, -0.330285, 1.015718], [-1.308635, -1.288176, -0.844679], [-0.665002, 1.122470, -1.533047], [-0.760668, 0.040943, -0.543597], [-1.614840, 0.751678, 1.181424]],
  "forces_ev_per_a": [[-3.01, 0.37, -1.64], [1.34, -0.10, 0.52], [0.77, -0.03, 0.52], [0.83, -0.05, 0.61], [-0.28, -0.10, 0.15], [0.34, -0.10, -0.16]],
  "total_charge": -1,
  "e_above_lowest_ev": 1.881,
  "lumo_ev": [2.96, 2.96],
  "homo_lumo_gap_ha": [0.348, 0.348],
  "homo_energy_ev": [-6.504, -6.503]
}


[3]
{
  "formula": "C20H41AsLiN8O2P",
  "method": "ωB97M-V/def2-TZVPD",
  "species": ["Li", "N", "C", "C", "C", "C", "N", "C", "C", "H", "H", "H", "H", "C", "N", "C", "N", "C", "N", "C", "N", "C", "C", "H", "H", "H", "H", "H", "H", "H", "H", "H", "H", "H", "H", "C", "C", "As", "C", "C", "C", "C", "H", "H", "H", "H", "H", "H", "H", "H", "H", "H", "H", "H", "H", "H", "H", "N", "C", "P", "O", "O", "C", "N", "H", "H", "H", "H", "H", "H", "H", "H", "H", "H"],
  "positions_angstrom": [[0.354112, -0.736462, -0.323422], [-3.636188, -6.359262, -3.061322], [-2.956188, -5.519362, -2.686722], [-2.119188, -4.467562, -2.230022], [-1.067888, -4.707462, -1.344522], [-0.305188, -3.631662, -0.922522], [-0.508088, -2.376762, -1.321022], [-1.495288, -2.164262, -2.189122], [-2.328788, -3.158962, -2.666422], [-0.856788, -5.708062, -1.002222], [0.513312, -3.778562, -0.231022], [-1.619288, -1.140662, -2.523122], [-3.121988, -2.933962, -3.362222], [-1.345488, -1.009362, 2.140878], [-1.485688, -0.906562, 3.573678], [-0.991888, -2.131762, 4.187678], [0.407912, -2.360762, 3.837078], [0.522812, -2.440062, 2.399778], [0.062512, -1.207662, 1.720578], [0.835212, -0.086862, 2.285178], [0.728612, 0.017638, 3.719878], [-0.679688, 0.202638, 4.063278], [1.187312, -1.229762, 4.319778], [-1.719188, -0.091962, 1.673578], [-1.932988, -1.858362, 1.780978], [-1.590388, -2.979062, 3.849278], [-1.076488, -2.046462, 5.271578], [-0.085088, -3.275962, 2.045278], [1.573012, -2.620862, 2.138878], [0.482212, 0.841638, 1.832278], [1.891812, -0.218662, 2.020778], [-1.029988, 1.135438, 3.616778], [-0.774388, 0.266438, 5.148378], [1.087212, -1.160662, 5.403378], [2.242012, -1.385762, 4.073478], [-4.238588, 1.134538, -1.410822], [-2.961588, 1.552338, -2.129822], [-1.323888, 1.244938, -1.055522], [-0.067688, 1.800738, -2.513422], [-0.073388, 3.268238, -2.914122], [-1.385488, 2.758138, 0.246078], [-2.018388, 4.088938, -0.138722], [-5.112488, 1.334038, -2.028822], [-4.356688, 1.687038, -0.477122], [-4.222888, 0.066838, -1.181822], [-3.019688, 2.608538, -2.410322], [-2.847588, 0.973138, -3.053622], [-0.320288, 1.186938, -3.385522], [0.924512, 1.480738, -2.187122], [-1.056288, 3.540438, -3.297322], [0.639312, 3.480238, -3.721422], [0.126812, 3.910238, -2.057522], [-0.371188, 2.914438, 0.627578], [-1.965188, 2.338638, 1.077678], [-1.415688, 4.655938, -0.843722], [-2.141488, 4.707738, 0.748278], [-3.004588, 3.939938, -0.573922], [4.471212, -1.184562, -0.057722], [4.404812, 0.247038, 0.296378], [2.825912, 0.873438, -0.530422], [2.139512, 1.943838, 0.225678], [2.129712, -0.423562, -0.830222], [3.450412, 1.797438, -2.073622], [2.898812, 3.155038, -1.905522], [4.743812, -1.799362, 0.715478], [5.101812, -1.360362, -0.847522], [3.473712, -1.374262, -0.387222], [5.314712, 0.770538, 0.008478], [4.264312, 0.379038, 1.371478], [3.091812, 1.322438, -2.986822], [4.536412, 1.839938, -2.117222], [2.456012, 3.106838, -0.927422], [2.138012, 3.373238, -2.570522], [3.609512, 3.890338, -1.940922]],
  "forces_ev_per_a": [[-0.57, -0.70, 0.06], [-0.29, -0.37, -0.15], [-0.06, -0.14, -0.04], [0.55, 0.75, 0.29], [-0.12, 0.09, -0.12], [0.01, -0.17, 0.01], [0.05, 0.16, 0.02], [-0.14, 0.04, -0.20], [0.06, -0.18, 0.06], [0.02, -0.06, 0.07], [0.03, -0.11, 0.06], [-0.11, -0.07, 0.00], [-0.04, 0.04, -0.04], [-0.34, 0.13, -0.19], [-0.34, 0.03, 0.11], [-0.12, -0.18, 0.09], [0.16, -0.32, 0.14], [0.09, -0.22, -0.11], [0.16, 0.02, -0.12], [0.11, 0.23, 0.10], [0.29, 0.31, 0.11], [-0.07, 0.18, 0.03], [0.13, -0.02, 0.07], [0.01, -0.11, 0.03], [0.00, 0.07, -0.05], [-0.02, 0.00, 0.02], [-0.03, -0.06, -0.03], [0.07, 0.00, -0.04], [-0.05, 0.00, -0.04], [0.03, 0.06, -0.02], [-0.02, -0.04, 0.01], [-0.04, 0.02, 0.04], [-0.03, 0.05, -0.06], [0.05, -0.02, -0.02], [-0.01, 0.01, 0.03], [0.16, -0.04, 0.11], [-0.05, -0.12, 0.09], [-0.04, 0.76, -0.43], [-0.01, 0.01, 0.20], [-0.24, -0.13, 0.04], [0.00, -0.13, 0.02], [-0.05, -0.12, -0.18], [-0.02, 0.01, -0.01], [-0.08, -0.06, 0.02], [-0.06, 0.04, 0.06], [0.16, -0.13, 0.03], [0.10, 0.10, 0.10], [0.01, -0.06, 0.19], [-0.11, -0.05, -0.10], [0.08, 0.16, -0.03], [-0.05, 0.03, -0.07], [0.05, 0.14, -0.01], [-0.02, -0.18, -0.07], [0.14, -0.06, -0.07], [-0.03, 0.02, -0.06], [-0.02, 0.01, 0.06], [-0.07, 0.10, -0.02], [-0.14, -0.72, -0.24], [-0.55, 0.97, 0.10], [1.40, 0.22, -0.35], [-0.01, 0.52, 0.31], [0.09, -0.27, -0.32], [-0.12, -0.98, 0.28], [-0.49, 0.68, 0.17], [-0.04, 0.12, -0.16], [-0.09, -0.05, 0.24], [0.42, -0.32, 0.16], [-0.06, -0.04, -0.01], [0.04, -0.17, -0.07], [-0.03, 0.15, 0.04], [-0.01, 0.01, 0.06], [0.12, 0.28, -0.35], [0.40, -0.03, 0.21], [-0.20, -0.09, -0.07]],
  "total_charge": 2,
  "e_above_lowest_ev": 0.563,
  "lumo_ev": [-5.70, -5.70],
  "homo_lumo_gap_ha": [0.282, 0.283],
  "homo_energy_ev": [-13.390, -13.390]
}


[4]
{
  "formula": "C4H13N4O",
  "method": "ωB97M-V/def2-TZVPD",
  "species": ["C", "C", "N", "N", "N", "H", "H", "H", "H", "H", "H", "H", "H", "C", "C", "O", "N", "H", "H", "H", "H", "H"],
  "positions_angstrom": [[1.797859, 1.327480, -0.730486], [1.819271, -1.089309, -0.479557], [0.901837, -0.988491, 0.453816], [2.268793, -0.013580, -1.136414], [2.294317, -2.312526, -0.805739], [0.397393, -0.120301, 0.545366], [0.675431, -1.792298, 1.013202], [2.309725, -0.166432, -2.133852], [2.572641, -2.559469, -1.731745], [2.523108, -2.978519, -0.088191], [0.738067, 1.314417, -0.776344], [2.033142, 2.025230, -1.529655], [2.229072, 1.637388, 0.212974], [-1.667815, 1.309065, 1.829784], [-2.217566, 0.670094, 0.562250], [-1.532296, 0.114467, -0.283981], [-3.568581, 0.756316, 0.482070], [-0.585448, 1.238248, 1.860808], [-2.065772, 0.910529, 2.751468], [-4.082492, 0.232926, -0.209969], [-4.053285, 0.858546, 1.359700], [-2.000843, 2.349511, 1.819983]],
  "forces_ev_per_a": [[0.27, -0.40, -1.31], [-0.08, -0.71, -0.28], [1.16, 0.12, 0.46], [-0.59, 0.53, -0.03], [-0.10, -0.23, 0.35], [-0.35, -0.12, 0.15], [-0.33, 0.05, -0.04], [0.66, 0.11, -0.09], [0.46, 0.27, -0.29], [-0.36, -0.11, 0.02], [-1.25, 0.22, 0.64], [0.57, 0.04, 0.16], [-0.03, -0.05, 0.07], [-0.06, 0.47, -0.58], [-0.53, -0.58, 0.58], [0.32, 0.48, 0.06], [-0.17, -0.19, 0.30], [0.06, 0.20, 0.01], [-0.22, -0.49, 0.10], [0.30, -0.01, -0.19], [-0.12, 0.30, -0.11], [0.38, 0.09, 0.01]],
  "total_charge": 1,
  "e_above_lowest_ev": 1.120,
  "lumo_ev": -2.66,
  "homo_lumo_gap_ha": 0.395,
  "homo_energy_ev": -13.408
}


Which formula does entry 2 have? CClNO2P